Below is a 3-piece molecular cluster, C4H14NO2 overall, with properties calculated with ωB97M-V/def2-TZVPD.

Last column: Löwdin charge in e.
Positions of all 21 atoms, in Å:
C 0.76 -0.34 0.43  -0.03
N -0.19 -0.95 -0.66  0.07
C 0.70 -1.45 -1.80  -0.07
C 2.03 -0.87 -1.65  -0.07
C 2.21 -0.66 -0.16  -0.02
H 0.55 0.68 0.70  0.13
H 0.52 -0.88 1.40  0.17
H -0.65 -0.01 -1.13  0.24
H -0.87 -1.61 -0.33  0.17
H 0.10 -1.21 -2.72  0.20
H 0.65 -2.49 -1.93  0.16
H 2.75 -1.49 -2.07  0.16
H 2.11 0.10 -2.33  0.30
H 2.97 0.22 -0.17  0.19
H 2.49 -1.71 0.26  0.24
H -2.36 3.71 2.54  0.05
H -2.67 2.54 3.49  0.04
O -2.41 2.76 2.61  -0.02
H -2.66 0.23 0.50  0.05
H -2.02 1.48 0.86  0.06
O -1.82 0.61 0.47  -0.02

Properties
HOMO-LUMO gap (spin up / spin down) ... 0.3575 / 0.0590 hartree
Energy ... -365.18544 Eh
<S²> ... 0.753
Energy above the lowest of the compared OMol25 structures with the same formula, charge and spin ... 73.6 kcal/mol
2S+1 ... 2
Net charge ... +2
HOMO level (spin up / spin down) ... -17.244 / -17.243 eV